{"formula": "C5H6N2Si", "method": "ωB97M-V/def2-TZVPD", "homo_lumo_gap_ev": 4.5097, "homo_ev": -8.00, "energy_ha": -592.92510, "lumo_energy_ev": -3.5, "mol_weight_g_mol": 122.20, "relative_energy_kcal_mol": 109.57, "species": ["C", "C", "C", "C", "C", "N", "N", "Si", "H", "H", "H", "H", "H", "H"], "positions_angstrom": [[-3.76374, -0.97049, -0.17596], [2.88606, -0.33647, -0.14217], [-0.75359, 2.01386, 0.02489], [0.50940, 1.65671, -0.04349], [0.10370, -1.80199, 0.15883], [-2.66728, -0.80266, -0.44711], [4.01964, -0.27077, -0.14063], [1.02575, -0.15290, -0.09653], [-0.86466, 3.11037, 0.09393], [-1.44556, 1.26010, 0.25924], [1.25480, 2.32426, -0.09719], [0.23079, -2.32102, -0.77962], [0.48623, -2.21785, 0.99657], [-1.02154, -1.49116, 0.38925]], "forces_ev_per_angstrom": [[-3.3, -0.5, 0.9], [-2.8, 0.4, -0.1], [0.5, 1.6, 1.0], [-0.1, -4.5, -0.4], [-2.5, 4.3, -1.7], [3.8, 0.8, -0.7], [2.1, -0.1, 0.0], [-0.8, -0.2, 0.8], [-0.9, -0.8, -0.2], [-1.9, -0.5, -0.4], [2.7, 2.4, -0.4], [-0.2, -0.6, -0.1], [1.7, -1.8, 2.5], [1.7, -0.6, -1.2]], "lowdin_charge": [-0.442, -0.272, 0.038, -0.228, -0.166, -0.245, 0.117, 1.019, 0.103, 0.014, 0.009, 0.043, -0.016, 0.023]}